{"formula": "C2H3Cl2FO", "method": "ωB97M-V/def2-TZVPD", "de_lowest_kj_mol": 78.2, "homo_ev": -10.742, "smiles": "OC(Cl)(Cl)CF", "species": ["O", "C", "Cl", "Cl", "C", "F", "H", "H", "H"], "xyz": [[-1.0696, 0.0484, -1.5769], [-1.1765, 0.1019, -0.2531], [-2.3080, -1.4987, 0.2279], [-2.0881, 1.4819, 0.1262], [0.1109, -0.2758, 0.5629], [1.1002, -0.6639, -0.2573], [-0.5047, -0.6881, -1.8988], [0.6394, 0.5015, 1.0778], [-0.1857, -1.1798, 1.2629]]}

{"formula": "C2H3Cl2FO", "method": "ωB97M-V/def2-TZVPD", "de_lowest_kj_mol": 35.5, "homo_ev": -11.199, "smiles": "OCC(F)(Cl)Cl", "species": ["O", "C", "C", "F", "Cl", "Cl", "H", "H", "H"], "xyz": [[1.1772, -1.2234, 0.1158], [0.1238, -0.4876, -0.4460], [-0.4818, 0.5958, 0.3672], [0.3218, 1.5458, 0.6332], [-1.7787, 1.2407, -0.6953], [-1.1708, 0.1809, 1.9201], [1.8825, -0.6326, 0.1346], [-0.5957, -1.2781, -0.7199], [0.5218, 0.0585, -1.3096]]}

{"formula": "C2H3Cl2FS", "method": "ωB97M-V/def2-TZVPD", "de_lowest_kj_mol": 247.7, "homo_ev": -8.695, "species": ["C", "C", "F", "S", "Cl", "Cl", "H", "H", "H"], "xyz": [[0.7372, -0.7166, -0.2600], [-0.5217, 0.6725, 0.9886], [0.1406, 0.8353, 2.1512], [0.9294, -0.0053, -1.7674], [-0.7808, 2.2758, 0.1934], [-2.0877, -0.0068, 1.0799], [1.6226, -0.9082, 0.3833], [-0.1034, -1.4465, -0.3345], [0.0638, -0.7001, -2.4343]]}

{"formula": "C2H3Cl2N", "method": "ωB97M-V/def2-TZVPD", "de_lowest_kj_mol": 57.0, "homo_ev": -10.598, "smiles": "N#CCCl.Cl", "species": ["N", "C", "C", "Cl", "H", "H", "Cl", "H"], "xyz": [[-1.2565, 1.1099, -0.6130], [-0.7499, 0.1849, -0.1361], [-0.1289, -0.9840, 0.4844], [1.3321, -1.5025, -0.3882], [0.1510, -0.7467, 1.5105], [-0.8357, -1.8153, 0.4914], [0.9812, 2.3412, -0.3043], [0.5067, 1.4126, -1.0447]]}

{"formula": "C2H3Cl2N", "method": "ωB97M-V/def2-TZVPD", "de_lowest_kj_mol": 210.5, "homo_ev": -9.568, "species": ["C", "C", "N", "Cl", "Cl", "H", "H", "H"], "xyz": [[0.8535, -0.5477, 0.3654], [-0.3047, -0.4502, -0.5607], [-0.0895, 0.8638, -0.5070], [2.4428, -0.7740, -0.1219], [-1.9041, -1.1571, -0.0284], [0.6029, -0.2678, 1.4333], [-0.1966, -1.0104, -1.4309], [-0.7055, 1.5072, 0.1690]]}

{"formula": "C2H3Cl2N", "method": "ωB97M-V/def2-TZVPD", "de_lowest_kj_mol": 333.1, "homo_ev": -9.288, "species": ["C", "C", "N", "Cl", "Cl", "H", "H", "H"], "xyz": [[0.2513, -0.0259, -0.3173], [1.6349, -0.0135, 0.1601], [0.5893, 0.0194, 1.0543], [2.6241, 1.4546, -0.0916], [2.5526, -1.5086, -0.0581], [-0.4866, 0.5851, -0.8802], [-0.3504, -1.4601, -0.9599], [0.3736, 0.3370, 1.9846]]}

{"formula": "C2H3Cl2NSi", "method": "ωB97M-V/def2-TZVPD", "de_lowest_kj_mol": 45.3, "homo_ev": -11.209, "smiles": "N#CC[SiH](Cl)Cl", "species": ["N", "C", "C", "Si", "Cl", "Cl", "H", "H", "H"], "xyz": [[-2.3619, 1.5380, 0.0518], [-1.6030, 0.7097, -0.1277], [-0.5963, -0.2495, -0.4025], [1.0855, -0.0064, 0.4644], [2.0216, 1.6872, -0.1069], [2.3382, -1.5169, -0.1352], [-0.5162, -0.5172, -1.5228], [-0.9873, -1.2396, 0.0198], [0.6195, -0.4052, 1.7592]]}

{"formula": "C2H3Cl3O3P", "method": "ωB97M-V/def2-TZVPD", "de_lowest_kj_mol": 76.2, "homo_ev": -3.762, "smiles": "[O-][P@](O)(=CO)C(Cl)(Cl)Cl", "total_charge": -1, "species": ["O", "P", "O", "C", "O", "C", "Cl", "Cl", "Cl", "H", "H", "H"], "xyz": [[0.6217, 2.1279, 0.4340], [0.0119, 0.8001, 0.0669], [0.1222, 0.6201, -1.5355], [-1.6154, 0.4285, 0.4621], [-2.2764, -0.7226, -0.0020], [1.5595, -0.4111, 0.1502], [2.9639, 0.0993, -0.8648], [1.0120, -2.0082, -0.5368], [2.0485, -0.6021, 1.7601], [-0.7651, 0.8612, -1.8545], [-1.7979, 0.3860, 1.6327], [-1.8849, -1.5791, 0.2878]]}

{"formula": "C2H3Cl3S", "method": "ωB97M-V/def2-TZVPD", "s2": 2.007, "de_lowest_kj_mol": 54.0, "homo_ev": [-5.927, -10.875], "spin_multiplicity": 3, "species": ["C", "C", "S", "Cl", "Cl", "Cl", "H", "H", "H"], "xyz": [[-0.8738, 0.0804, 0.5135], [0.1274, -0.1852, -0.6410], [1.8266, -0.3280, -0.0740], [-0.4908, -0.8275, 1.9468], [-0.1773, -1.8214, -1.3552], [2.4778, 1.5222, 0.1854], [-2.0890, -0.1494, 0.2175], [-0.7950, 1.2079, 0.6380], [-0.0058, 0.5009, -1.4310]]}

{"formula": "C2H3Cl3Si", "method": "ωB97M-V/def2-TZVPD", "de_lowest_kj_mol": 1078.3, "homo_ev": -8.432, "species": ["C", "C", "Si", "Cl", "Cl", "Cl", "H", "H", "H"], "xyz": [[2.1094, -0.3389, -0.2924], [2.7920, -1.3138, 2.3976], [0.3787, -0.0297, -0.1054], [3.0880, 1.0119, -0.6689], [4.1567, -0.4306, 2.9623], [3.3531, -2.7781, 1.7342], [-0.2620, -1.2437, 0.1609], [-0.4800, 1.2082, 0.0094], [1.3594, -0.0845, 1.1608]]}

{"formula": "C2H3ClF2S", "method": "ωB97M-V/def2-TZVPD", "de_lowest_kj_mol": 124.2, "homo_ev": -9.001, "smiles": "FC(F)=CS.Cl", "species": ["F", "C", "F", "C", "S", "H", "H", "Cl", "H"], "xyz": [[-0.6366, 1.5853, -0.1314], [0.4725, 0.7798, -0.3664], [1.4174, 1.3458, -1.1461], [0.6664, -0.3576, 0.2735], [2.2027, -1.1254, -0.0877], [-0.1600, -0.8672, 0.7851], [2.7351, -0.1512, -0.6780], [-3.7559, -1.0864, 0.5013], [-2.9417, -0.1231, 0.8497]]}

{"formula": "C2H3ClFI", "method": "ωB97M-V/def2-TZVPD", "de_lowest_kj_mol": 52.9, "homo_ev": -9.848, "smiles": "C=C(F)Cl.I", "species": ["C", "C", "F", "Cl", "H", "H", "I", "H"], "xyz": [[-1.0898, -0.6809, 0.5467], [-0.9889, 0.4554, -0.1133], [-0.4655, 0.5344, -1.3441], [-1.4235, 2.0176, 0.5261], [-1.6372, -0.6763, 1.4048], [-0.6056, -1.6181, 0.1318], [3.0976, -0.3794, 0.1389], [3.1129, 0.3474, -1.2909]]}

{"formula": "C2H3ClFN", "method": "ωB97M-V/def2-TZVPD", "de_lowest_kj_mol": 49.2, "homo_ev": -10.456, "smiles": "C=N[C@@H](F)Cl", "species": ["C", "N", "C", "F", "Cl", "H", "H", "H"], "xyz": [[-0.1602, 0.0935, -1.3661], [0.0453, -0.6727, -0.3736], [0.2094, -0.3176, 0.9678], [0.9816, 0.8536, 1.2545], [-1.3699, 0.0421, 1.5844], [-0.2410, -0.2944, -2.3399], [-0.2805, 1.3097, -1.3357], [0.8152, -1.0142, 1.6085]]}

{"formula": "C2H3ClFNO", "method": "ωB97M-V/def2-TZVPD", "de_lowest_kj_mol": 452.1, "homo_ev": [-9.014, -9.264], "species": ["C", "C", "N", "O", "F", "Cl", "H", "H", "H"], "xyz": [[-0.2563, 1.2661, 1.3067], [0.4682, -0.8534, -0.7558], [-0.0172, 0.4450, -0.7696], [-1.3139, 1.3256, 1.6731], [0.8845, 1.2136, 1.9250], [-1.6773, 0.2522, -0.9997], [1.4437, -0.8659, -0.1421], [-0.1625, -1.7559, -0.3996], [0.6308, -1.0273, -1.8381]]}

{"formula": "C2H3ClFNO", "method": "ωB97M-V/def2-TZVPD", "s2": 2.013, "de_lowest_kj_mol": 44.0, "homo_ev": [-6.560, -11.217], "spin_multiplicity": 3, "species": ["C", "C", "N", "O", "F", "Cl", "H", "H", "H"], "xyz": [[-1.3028, -0.0065, 0.3767], [0.9374, -0.3924, -0.4450], [-0.0207, 0.4068, 0.2472], [-1.7792, -0.9335, -0.2461], [-2.1123, 0.8091, 1.0769], [0.4646, 1.9913, 0.7958], [1.1954, 0.0435, -1.4175], [1.9277, -0.3967, 0.1008], [0.6898, -1.5216, -0.4887]]}

{"formula": "C2H3ClFNO2", "method": "ωB97M-V/def2-TZVPD", "de_lowest_kj_mol": 447.9, "homo_ev": -9.939, "species": ["C", "C", "N", "O", "O", "F", "Cl", "H", "H", "H"], "xyz": [[0.5753, 1.3730, -0.4027], [0.1472, -0.6266, 0.6068], [-1.0150, -1.1070, -0.2544], [-2.0472, -1.3164, 0.2834], [-0.7776, -1.2286, -1.4079], [1.2186, -1.3601, 0.3277], [-0.2493, -0.4213, 2.2393], [1.5583, 1.3340, -0.9387], [-0.3518, 1.4962, -0.9954], [0.9416, 1.8570, 0.5419]]}

{"formula": "C2H3ClFNS", "method": "ωB97M-V/def2-TZVPD", "de_lowest_kj_mol": 256.3, "homo_ev": -8.890, "species": ["C", "C", "H", "H", "H", "N", "F", "S", "Cl"], "xyz": [[-0.5113, -1.1390, -0.0671], [0.5051, -0.6090, 0.9690], [-0.5738, 0.3467, -2.9189], [-1.1238, -2.1602, 0.1343], [1.0734, -1.3630, 1.4796], [-0.7108, -0.6591, -1.1388], [1.3761, 0.1306, 0.1858], [0.0991, 0.6685, -1.7266], [-0.4901, 0.3769, 1.7541]]}

{"formula": "C2H3ClFP", "method": "ωB97M-V/def2-TZVPD", "de_lowest_kj_mol": 299.9, "homo_ev": [-8.694, -9.073], "smiles": "C=P(F)=CCl", "species": ["C", "P", "F", "C", "Cl", "H", "H", "H"], "xyz": [[0.2534, -1.0576, 0.8934], [-0.2387, 0.5919, 0.6788], [1.1596, 1.3527, 0.8598], [-0.2456, 0.7943, -1.1209], [-1.4774, 1.6661, -1.8453], [-0.4664, -1.7588, 0.8772], [1.1857, -1.3298, 1.3058], [-0.1707, -0.2589, -1.6488]]}

{"formula": "C2H3ClINO", "method": "ωB97M-V/def2-TZVPD", "de_lowest_kj_mol": 229.8, "homo_ev": -8.457, "species": ["C", "C", "N", "O", "Cl", "I", "H", "H", "H"], "xyz": [[-0.4147, 0.9864, -0.0178], [0.8970, -0.6929, -0.6832], [-1.3630, 0.3833, 0.6276], [-0.0030, 2.0315, -0.3571], [0.0276, -2.1223, -0.2198], [2.7659, -0.2284, 0.3959], [1.2389, -0.5990, -1.7988], [-1.2672, -0.7027, 0.7501], [-1.8815, 0.9440, 1.3031]]}

{"formula": "C2H3ClLaO3S", "method": "ωB97M-V/def2-TZVPD", "homo_ev": -19.244, "total_charge": 3, "species": ["C", "C", "O", "S", "O", "O", "Cl", "H", "H", "H", "La"], "xyz": [[-1.1457, 1.5217, 1.0728], [-0.0750, 0.5559, 1.0436], [0.8758, 0.7377, -0.0178], [0.7776, -0.4555, -1.1769], [1.1698, -1.7661, -0.4586], [-0.8177, -0.6524, -1.7410], [-1.2207, -2.3160, -1.7143], [-0.8478, 2.5694, 1.3479], [-2.2068, 1.2526, 0.8303], [0.0283, -0.2242, 1.8385], [3.4622, -1.2231, -1.0246]]}